{"formula": "C6H15NO", "method": "wB97M-V/def2-TZVPD", "max_force_ev_per_a": 2.841, "smiles": "CCC(N)=O.CCC", "homo_energy_ev": -9.829, "orbital_gap_ev": 10.6, "e_above_lowest_kj_mol": 112.6, "species": ["C", "C", "C", "N", "O", "H", "H", "H", "H", "H", "H", "H", "C", "C", "C", "H", "H", "H", "H", "H", "H", "H", "H"], "xyz": [[1.06204, 2.26601, -2.35920], [0.11732, 2.29099, -1.14605], [0.75307, 2.50873, 0.20516], [1.45690, 1.33202, 0.59225], [0.53848, 3.42464, 0.94847], [0.43070, 2.34490, -3.24259], [1.66657, 1.36701, -2.22792], [1.70623, 3.13354, -2.40563], [-0.62491, 3.09867, -1.24344], [-0.52969, 1.42066, -1.04833], [1.94203, 1.16108, 1.46447], [1.51381, 0.70610, -0.19302], [-2.17071, -2.72155, 0.84686], [-0.79831, -2.17743, 0.34720], [0.15848, -1.95348, 1.51079], [-2.87517, -2.62841, 0.03169], [-1.96893, -3.71713, 1.24530], [-2.49127, -2.14242, 1.70766], [-0.47704, -2.76485, -0.51089], [-0.98476, -1.17436, -0.06709], [-0.23969, -2.06773, 2.51374], [1.01517, -2.63992, 1.57764], [0.79967, -1.06707, 1.45295]], "mulliken_charge": [-0.92, -0.46, 0.55, -0.36, -0.59, 0.30, 0.32, 0.28, 0.31, 0.18, 0.20, 0.15, -1.28, 0.14, -0.80, 0.36, 0.32, 0.35, 0.36, -0.07, 0.36, 0.32, -0.03]}